56
Properties=species:S:1:pos:R:3:forces:R:3 method="wB97M-V/def2-TZVPD" multiplicity=2 e_tot_ev=-88886.2090 charge=+2 homo_energy_ev="-15.286 / -15.285" relative_energy_kj_mol=70.0
H -2.03947 1.82491 1.23874 0.1 0.1 0.0
H -1.76542 1.42924 -3.35400 0.2 -0.1 0.1
C 0.43340 0.27063 2.85809 -0.2 -0.1 -0.1
C 2.51831 1.56928 -2.28959 -0.1 0.3 0.1
H 3.47562 -3.67498 0.43003 -0.1 0.1 -0.1
H -0.46230 1.63291 6.36498 -0.1 0.0 0.0
H 4.40003 -0.13630 -2.45105 -0.1 0.0 0.1
C -0.85285 0.09772 3.35977 0.1 0.0 0.0
O -3.38752 0.38814 4.18482 -0.6 -0.1 -0.1
O 1.63959 0.19163 0.77584 0.0 0.1 -0.4
C 1.07527 1.42186 4.87061 -0.1 0.0 0.0
H -3.73166 0.10260 1.22782 0.0 0.2 0.1
H 4.08118 0.01365 -0.69685 -0.1 0.0 -0.1
O -2.74393 0.55889 6.24742 -0.4 0.0 0.2
H -3.48944 3.24033 -3.83182 0.0 -0.2 0.0
F -0.99550 -2.39252 -4.19358 0.0 -0.1 0.0
C -0.20828 1.26053 5.38202 0.0 -0.1 0.0
H 2.38105 1.09455 3.19454 0.0 0.0 0.0
H 1.82186 1.92824 5.46454 0.0 0.0 0.0
C -1.15471 0.61792 4.60132 0.0 0.1 -0.1
C 0.69639 -0.23363 1.48854 0.3 0.7 1.2
H -1.99227 3.91817 -3.23085 0.0 0.0 0.0
H 2.57185 -4.23994 -1.00849 0.0 0.1 0.0
P -0.66247 -2.72806 -2.72218 0.4 0.2 0.4
N -2.56048 0.50897 5.06319 1.0 0.0 -0.1
C 3.70109 -0.38360 -1.64614 0.3 -0.4 0.3
F -1.48521 -1.39009 -2.16708 0.0 -0.2 -0.1
F -1.84514 -3.66440 -2.40689 0.1 0.0 -0.1
F -0.12923 -2.79114 -1.04576 -0.5 -0.6 -0.4
H 4.49067 -2.32129 -1.20877 -0.1 0.0 0.0
H -2.36699 -0.56103 0.33573 0.0 0.1 0.1
H -3.79606 0.01833 -0.53681 -0.1 0.0 0.0
H -3.23447 1.22690 -2.36983 0.1 -0.2 0.3
F 0.67809 -1.54377 -2.78094 -0.4 -0.6 -1.0
O 2.42055 0.19173 -1.92607 -0.2 -0.2 -0.1
C 2.56880 -3.54537 -0.16492 -0.2 -0.5 0.2
H -3.34870 2.36929 0.17314 0.2 0.2 -0.2
C -3.14309 0.20353 0.31360 0.2 -0.4 -0.5
Sc 0.71175 -0.94600 -0.86237 2.6 -0.2 0.8
C -2.39576 1.88825 -2.59174 0.2 0.5 -0.5
H 3.30170 -2.32714 -2.53561 0.0 0.1 0.1
F 0.40559 -3.83035 -3.00866 -0.3 0.1 -0.2
O -0.11059 -1.07349 0.97106 -0.9 -0.6 0.1
C 3.54970 -1.88990 -1.56015 0.2 0.4 -0.4
H 1.57272 1.85500 -2.74887 0.0 0.0 0.0
H -3.40254 3.76665 -2.15953 0.0 0.0 0.0
C -2.83816 3.28903 -2.95925 0.1 0.3 0.0
C 1.39208 0.94693 3.60756 0.1 0.1 -0.1
O -0.41779 0.76713 -1.12947 -1.2 2.3 -0.1
C -2.57766 1.60836 0.31363 0.2 0.3 0.6
H 1.69010 -3.73404 0.44895 0.1 0.0 0.0
H 2.72058 2.18762 -1.41014 0.0 -0.1 0.0
O 2.49497 -2.18844 -0.63552 0.0 0.2 -0.1
S -1.37140 1.92313 -1.05149 -0.8 -1.9 -0.3
H -1.60195 -0.42876 2.78752 0.0 0.0 0.1
H 3.31806 1.71221 -3.01906 -0.1 -0.1 0.0

=====

10
Properties=species:S:1:pos:R:3:forces:R:3 method="wB97M-V/def2-TZVPD" multiplicity=4 e_tot_ev=-113788.6282 charge=+1 homo_energy_ev="-12.751 / -12.123" relative_energy_kj_mol=54.9
N -0.73730 -0.49411 0.10536 -1.7 -0.8 0.7
Br -0.11316 3.06311 0.87227 -0.7 -0.7 1.4
N 1.15666 -0.59150 -1.00601 2.7 0.7 -1.6
H 1.02118 0.39253 -1.18885 0.3 0.2 -0.1
H -0.54386 0.46607 0.35180 0.1 0.6 0.3
O -0.06499 -2.38381 -0.78293 -0.6 -6.2 -1.2
H 1.88916 -1.06683 -1.51355 0.1 0.0 0.0
H -1.59998 -0.94382 0.37675 -0.1 0.4 0.1
Co -1.12973 2.78434 3.34130 0.6 0.3 -1.5
C 0.12203 -1.22600 -0.55613 -0.6 5.6 1.8